C2H3N2OP | ωB97M-V/def2-TZVPD

Cartesian coordinates (Å):
C1 0.2462 1.0111 -0.6402
C2 0.8005 -0.0040 -0.2073
N1 -1.3389 0.9781 -1.1159
N2 -1.6340 -0.0736 -0.5736
O1 -0.3986 -1.4669 1.2905
P1 -0.3232 -1.2970 -0.3294
H1 0.9044 1.8258 -0.6595
H2 1.7981 -0.0629 0.1702
H3 -0.0545 -0.9105 2.0652

Forces on the atoms, in the same order (eV/Å):
-2.042 6.491 -3.352
2.522 -4.379 0.679
3.818 -0.532 2.615
-2.330 -1.689 -1.575
-0.248 -1.051 2.404
-1.298 -0.437 2.266
-0.137 2.310 -0.522
0.406 -0.011 -0.034
-0.691 -0.703 -2.481

The HOMO-LUMO gap is 8.62 eV. Its spin multiplicity is 1. Its energy above the lowest of the compared OMol25 structures with the same formula, charge and spin is 3.087 eV. For the HOMO energy, the calculation gives -8.7 eV. Its largest force on an atom is 7.59 eV Å⁻¹.

---

C2H3N2OS | ωB97M-V/def2-TZVPD

Cartesian coordinates (Å):
C1 0.0076 -2.7771 -3.0413
C2 -0.2452 0.1672 -0.1470
N1 -0.4028 -1.9040 -1.1242
N2 0.0335 -0.7540 -1.3557
O1 -0.2976 -2.0764 -3.9488
S1 0.8388 -4.1258 -2.7434
H1 0.1604 -0.1414 0.8179
H2 -1.2759 0.3425 0.0612
H3 0.2084 1.1116 -0.3515

Forces on the atoms, in the same order (eV/Å):
-0.076 1.419 0.309
1.073 -0.242 -0.118
1.211 1.911 -2.837
-1.851 -1.910 2.177
-0.481 0.132 0.934
0.517 -1.364 0.466
0.338 -0.661 -0.178
-1.080 -0.148 -0.415
0.348 0.863 -0.338

The HOMO-LUMO gap (alpha / beta) is 6.38 / 6.37 eV. Its spin multiplicity is 1. Its charge is -1. Its energy above the lowest of the compared OMol25 structures with the same formula, charge and spin is 1.018 eV. For the HOMO energy (alpha / beta), the calculation gives -2.6 / -2.6 eV. Its largest force on an atom is 3.63 eV Å⁻¹.

---

no.,energy (Eh)
1,-603.98833
2,-660.91682